No. 1
C2H4BFO | ωB97M-V with the def2-TZVPD basis set

## Properties
F_max = 3.051 eV Å⁻¹
Highest occupied orbital energy = -9.79 eV
Structure (SMILES) = O=CBCF
Orbital gap = 8.86 eV
Electronic energy = -7577.777 eV
Relative energy (zero: lowest compared OMol25 entry of this formula, charge and spin) = 188.8 kJ/mol
Charge = 0

Last column: Mulliken charge in e.
Atoms and positions in Å:
C -1.269 -0.539 -0.501  0.088
H 1.420 -1.100 1.165  0.197
C 1.426 -1.064 0.063  -0.163
H 0.268 1.130 -0.187  -0.014
O -2.023 -1.239 0.119  -0.414
B 0.189 -0.039 -0.323  0.148
H 1.380 -1.968 -0.599  0.239
H -1.774 -0.188 -1.499  0.216
F 2.749 -0.446 -0.085  -0.298

No. 2
C6H14O2 | ωB97M-V with the def2-TZVPD basis set

## Properties
F_max = 0.688 eV Å⁻¹
Highest occupied orbital energy = -8.69 eV
Structure (SMILES) = C=C/C=C/CC.O.O
Orbital gap = 9.39 eV
Electronic energy = -10542.534 eV
Relative energy (zero: lowest compared OMol25 entry of this formula, charge and spin) = 201.0 kJ/mol
Charge = 0

Last column: Mulliken charge in e.
Atoms and positions in Å:
H 1.121 0.286 -2.564  0.309
H 0.226 3.048 -6.281  0.321
H -1.390 1.888 2.356  0.247
H 2.085 -1.932 -0.771  0.346
C -0.720 0.180 1.425  -0.150
O 0.190 2.986 -5.308  -0.639
H -3.174 -1.928 4.896  0.320
H -2.774 -3.126 5.742  0.320
H 1.526 0.976 0.045  0.241
C 0.189 -0.580 0.552  0.004
H 2.446 -0.632 -3.195  0.311
H 0.960 -1.461 -2.682  0.284
H -0.012 -1.633 0.372  0.283
H 0.164 2.105 1.354  0.229
O -3.477 -2.479 5.623  -0.640
H 3.170 -0.589 -0.847  0.327
H 1.107 3.013 -5.023  0.319
C 1.269 -0.087 -0.038  -0.296
C 1.654 -0.655 -2.450  -1.001
C 2.121 -0.863 -1.004  -0.631
H -1.571 -0.389 1.821  0.263
C -0.623 1.465 1.733  -0.767

Repeat the second record exactly.
C6H14O2 | ωB97M-V with the def2-TZVPD basis set

## Properties
F_max = 0.688 eV Å⁻¹
Highest occupied orbital energy = -8.69 eV
Structure (SMILES) = C=C/C=C/CC.O.O
Orbital gap = 9.39 eV
Electronic energy = -10542.534 eV
Relative energy (zero: lowest compared OMol25 entry of this formula, charge and spin) = 201.0 kJ/mol
Charge = 0

Last column: Mulliken charge in e.
Atoms and positions in Å:
H 1.121 0.286 -2.564  0.309
H 0.226 3.048 -6.281  0.321
H -1.390 1.888 2.356  0.247
H 2.085 -1.932 -0.771  0.346
C -0.720 0.180 1.425  -0.150
O 0.190 2.986 -5.308  -0.639
H -3.174 -1.928 4.896  0.320
H -2.774 -3.126 5.742  0.320
H 1.526 0.976 0.045  0.241
C 0.189 -0.580 0.552  0.004
H 2.446 -0.632 -3.195  0.311
H 0.960 -1.461 -2.682  0.284
H -0.012 -1.633 0.372  0.283
H 0.164 2.105 1.354  0.229
O -3.477 -2.479 5.623  -0.640
H 3.170 -0.589 -0.847  0.327
H 1.107 3.013 -5.023  0.319
C 1.269 -0.087 -0.038  -0.296
C 1.654 -0.655 -2.450  -1.001
C 2.121 -0.863 -1.004  -0.631
H -1.571 -0.389 1.821  0.263
C -0.623 1.465 1.733  -0.767

Repeat the first record exactly.
C2H4BFO | ωB97M-V with the def2-TZVPD basis set

## Properties
F_max = 3.051 eV Å⁻¹
Highest occupied orbital energy = -9.79 eV
Structure (SMILES) = O=CBCF
Orbital gap = 8.86 eV
Electronic energy = -7577.777 eV
Relative energy (zero: lowest compared OMol25 entry of this formula, charge and spin) = 188.8 kJ/mol
Charge = 0

Last column: Mulliken charge in e.
Atoms and positions in Å:
C -1.269 -0.539 -0.501  0.088
H 1.420 -1.100 1.165  0.197
C 1.426 -1.064 0.063  -0.163
H 0.268 1.130 -0.187  -0.014
O -2.023 -1.239 0.119  -0.414
B 0.189 -0.039 -0.323  0.148
H 1.380 -1.968 -0.599  0.239
H -1.774 -0.188 -1.499  0.216
F 2.749 -0.446 -0.085  -0.298

Question: The highest F_max belongs to which entry?
Answer: C2H4BFO